# 1
{
  "formula": "C17H34AsClHfO5SSi3",
  "method": "ωB97M-V/def2-TZVPD",
  "homo_energy_ha": -0.5419,
  "homo_lumo_gap_ev": 7.21,
  "charge": 2,
  "de_lowest_kcal_mol": 0.0,
  "symbols": ["Hf", "Cl", "C", "C", "C", "C", "O", "C", "C", "O", "C", "H", "H", "H", "H", "C", "Si", "C", "C", "As", "Si", "C", "C", "C", "Si", "C", "C", "C", "H", "H", "H", "H", "H", "H", "H", "H", "H", "H", "H", "H", "H", "H", "H", "H", "H", "H", "H", "H", "H", "H", "H", "H", "H", "H", "H", "C", "S", "O", "O", "O", "H", "H", "H"],
  "coordinates": [[0.69933, -1.57011, -0.05591], [-1.63434, -5.84821, 5.35457], [-1.10936, -4.62716, 4.24947], [0.01737, -3.84529, 4.67160], [0.56666, -2.83480, 3.89129], [-0.00785, -2.68604, 2.61456], [0.38225, -1.67642, 1.81390], [-1.09491, -3.51599, 2.17227], [-1.42628, -3.57676, 0.80466], [-0.93434, -2.84755, -0.09831], [-1.71461, -4.46132, 3.04971], [0.41700, -4.19736, 5.58599], [1.38547, -2.24361, 4.22916], [-2.17801, -4.29735, 0.47223], [-2.57659, -5.01427, 2.72383], [-3.09231, 0.06476, -1.89640], [-2.63538, 0.99040, -0.38950], [-3.05861, 2.74484, -0.41357], [-3.13384, 0.33111, 1.25680], [-0.16652, 0.79093, -0.51193], [0.78086, 2.25869, 1.33885], [-0.30244, 1.90416, 2.80780], [0.74424, 3.95305, 0.56411], [2.47785, 1.54763, 1.54053], [0.55101, 1.51289, -2.64986], [-0.64160, 2.84816, -3.07714], [2.30602, 2.19214, -2.38927], [0.37188, 0.25980, -4.05447], [-4.14352, -0.26651, -1.82921], [-2.48443, -0.85375, -2.06955], [-2.89104, 0.64687, -2.82689], [-3.99185, 2.86543, 0.19613], [-3.18741, 2.99756, -1.43266], [-2.24369, 3.31978, -0.05247], [-4.18421, 0.70457, 1.47023], [-2.43525, 0.76790, 1.97750], [-3.14036, -0.80635, 1.29780], [-1.25803, 2.40939, 2.84390], [0.22421, 2.02469, 3.75645], [-0.44830, 0.82346, 2.76588], [-0.26402, 4.30949, 0.35866], [1.40838, 3.91365, -0.31051], [1.14568, 4.66151, 1.31539], [2.44510, 0.63576, 2.16741], [3.24812, 2.26356, 1.90261], [2.86013, 1.19508, 0.60111], [-0.86391, 3.54832, -2.30150], [-1.52971, 2.30065, -3.39508], [-0.24390, 3.42008, -3.91495], [2.38207, 2.98696, -1.67645], [2.66615, 2.66148, -3.32188], [3.03807, 1.44754, -2.08826], [-0.66887, -0.17265, -4.01891], [1.13302, -0.56050, -4.22122], [0.41267, 0.92104, -4.94188], [3.94776, -1.73066, -2.71386], [3.15518, -2.43240, -1.31263], [1.75275, -2.53520, -1.81341], [3.90130, -3.52907, -0.80077], [2.87011, -1.36507, -0.23279], [4.05333, -2.48656, -3.52593], [4.93891, -1.39721, -2.36215], [3.40254, -0.84513, -3.09510]]
}



# 2
{
  "formula": "C8H11ClN2O3",
  "method": "ωB97M-V/def2-TZVPD",
  "homo_energy_ha": [-0.2798, -0.2798],
  "homo_lumo_gap_ev": [7.19, 7.19],
  "de_lowest_kcal_mol": 0.0,
  "symbols": ["C", "C", "C", "C", "C", "O", "C", "Cl", "N", "C", "C", "N", "O", "O", "H", "H", "H", "H", "H", "H", "H", "H", "H", "H", "H"],
  "coordinates": [[2.44749, 0.22216, 1.62436], [2.77854, -0.19333, 0.39628], [2.20240, -1.25288, -0.39470], [0.94777, -1.74512, -0.46338], [-0.32253, -1.30583, 0.03731], [-1.28496, -2.29880, 0.24498], [-0.80326, -0.04152, 0.18922], [0.18403, 1.32849, -0.12591], [-2.06381, 0.19828, 0.66499], [-2.81732, 1.38264, 0.31158], [-3.18980, 1.43129, -1.16967], [3.96567, 0.41414, -0.20164], [4.34705, -0.01192, -1.27129], [4.49764, 1.32195, 0.39766], [3.02160, 0.98805, 2.11552], [1.59973, -0.19085, 2.14237], [2.93636, -1.74302, -1.02307], [0.85596, -2.66726, -1.03352], [-0.91492, -3.14606, -0.02537], [-2.60472, -0.65763, 0.68718], [-2.22317, 2.26019, 0.57484], [-3.71781, 1.37663, 0.92939], [-3.65965, 0.49648, -1.47351], [-3.88283, 2.24635, -1.35546], [-2.29946, 1.58758, -1.77814]]
}